1.
ORCA calculation (ωB97M-V/def2-TZVPD) on a structure of composition C38H34FN4O4PPdS5.

Geometry as ORCA input:
```
! RIJCOSX wB97M-V def2-TZVPD def2/J DEFGRID3
* xyz 2 5
Pd 2.15 -0.35 0.42
S -0.86 -3.01 6.59
C -0.30 -2.36 5.23
S -0.88 -2.80 3.63
C 0.09 -1.70 2.72
C 0.95 -0.88 3.47
S 1.88 0.35 2.77
S 0.91 -1.10 5.18
S -0.06 -1.57 1.06
C -1.28 6.59 -1.52
C -1.27 5.96 -0.14
N -0.87 4.54 -0.18
C 0.40 4.23 0.06
C 0.93 2.97 0.01
C 2.39 2.85 0.30
O 3.08 3.85 0.42
O 2.87 1.65 0.44
C 0.10 1.89 -0.36
O 0.46 0.70 -0.53
C -1.30 2.22 -0.61
C -2.21 1.20 -0.94
C -3.52 1.50 -1.17
F -4.39 0.50 -1.41
C -4.00 2.82 -1.14
C -3.11 3.82 -0.81
C -1.77 3.54 -0.53
N -5.35 3.15 -1.41
C -6.14 3.68 -0.32
C -7.24 4.57 -0.85
N -8.08 3.77 -1.82
C -7.23 3.19 -2.92
C -6.14 2.34 -2.31
H -1.58 7.63 -1.45
H -1.97 6.08 -2.19
H -0.29 6.55 -1.97
H -2.24 6.03 0.35
H -0.56 6.46 0.51
H 1.07 5.05 0.30
H -1.87 0.17 -0.98
H -3.46 4.84 -0.82
H -5.52 4.28 0.35
H -6.58 2.88 0.29
H -6.84 5.41 -1.42
H -7.90 4.94 -0.07
H -8.83 4.34 -2.20
H -8.53 3.00 -1.31
H -6.82 4.04 -3.47
H -7.89 2.62 -3.57
H -5.52 1.95 -3.12
H -6.59 1.47 -1.80
O 5.15 0.79 0.85
N 4.63 -0.35 0.27
C 5.52 -1.03 -0.33
C 5.34 -2.34 -0.98
C 6.42 -2.77 -1.75
C 6.41 -4.00 -2.38
C 5.32 -4.83 -2.22
C 4.24 -4.42 -1.45
C 4.23 -3.18 -0.83
P 2.84 -2.76 0.28
C 3.41 -3.36 1.89
C 3.52 -4.73 2.14
C 4.04 -5.19 3.34
C 4.47 -4.28 4.29
C 4.41 -2.92 4.04
C 3.88 -2.46 2.84
C 1.52 -3.84 -0.31
C 0.74 -4.64 0.53
C -0.32 -5.37 0.02
C -0.63 -5.30 -1.32
C 0.12 -4.49 -2.17
C 1.19 -3.76 -1.67
H 4.39 1.41 0.81
H 6.52 -0.60 -0.36
H 7.28 -2.12 -1.85
H 7.26 -4.31 -2.97
H 5.30 -5.81 -2.68
H 3.40 -5.09 -1.33
H 3.22 -5.45 1.39
H 4.12 -6.25 3.52
H 4.88 -4.64 5.23
H 4.77 -2.21 4.77
H 3.86 -1.40 2.65
H 0.96 -4.68 1.59
H -0.90 -6.00 0.69
H -1.45 -5.88 -1.72
H -0.12 -4.43 -3.22
H 1.77 -3.15 -2.34
*
```

Properties
- HOMO level (alpha / beta) (eV) = -11.654 / -12.592
- ⟨S²⟩ = 6.040
- frontier orbital gap (alpha / beta) (eV) = 6.981 / 5.956

***

2.
ORCA calculation (ωB97M-V/def2-TZVPD) on a structure of composition C38H34FN6O6SSc.

Geometry as ORCA input:
```
! RIJCOSX wB97M-V def2-TZVPD def2/J DEFGRID3
* xyz 0 1
Sc 0.68 -2.42 0.82
C 1.15 -6.80 2.39
C 0.70 -5.41 2.06
N 1.29 -4.64 1.22
N 2.41 -5.11 0.58
C 2.96 -4.12 -0.09
O 2.51 -2.93 -0.11
C 4.18 -4.42 -0.89
C 4.81 -5.66 -0.82
C 5.94 -5.90 -1.57
C 6.45 -4.92 -2.41
C 5.82 -3.68 -2.49
C 4.69 -3.43 -1.73
C -0.50 -4.84 2.70
C -1.31 -5.59 3.54
C -2.45 -5.01 4.07
C -2.76 -3.70 3.73
C -1.89 -3.02 2.88
N -0.78 -3.56 2.40
H 2.05 -7.03 1.84
H 1.34 -6.88 3.46
H 0.37 -7.52 2.14
H 4.40 -6.41 -0.16
H 6.43 -6.87 -1.51
H 7.33 -5.11 -3.01
H 6.21 -2.92 -3.14
H 4.18 -2.48 -1.77
H -1.05 -6.61 3.77
H -3.10 -5.57 4.73
H -3.65 -3.22 4.09
H -2.10 -2.01 2.57
F -3.95 2.31 -0.28
C -2.66 2.40 0.14
C -2.06 1.34 0.75
C -0.74 1.49 1.19
C -0.04 0.33 1.70
O -0.57 -0.80 1.58
C 1.24 0.55 2.28
C 1.82 1.76 2.12
N 1.26 2.79 1.43
C 2.05 3.95 1.10
C 3.46 3.74 0.65
C 2.42 4.16 -0.34
C -0.05 2.69 0.99
C -0.68 3.75 0.32
C -1.98 3.59 -0.12
N -2.60 4.64 -0.87
C -3.07 4.24 -2.20
C -3.03 5.49 -3.08
N -3.16 6.68 -2.16
C -4.22 6.43 -1.12
C -3.66 5.35 -0.16
C 2.04 -0.57 2.93
O 2.86 -0.27 3.78
O 1.77 -1.74 2.48
H -2.57 0.39 0.85
H 2.82 1.93 2.51
H 1.84 4.82 1.71
H 3.82 2.73 0.57
H 4.19 4.47 0.97
H 2.07 3.41 -1.04
H 2.43 5.18 -0.72
H -0.16 4.67 0.10
H -4.08 3.81 -2.17
H -2.41 3.47 -2.60
H -3.84 5.53 -3.80
H -2.08 5.60 -3.60
H -3.35 7.53 -2.68
H -2.27 6.76 -1.67
H -5.10 6.10 -1.65
H -4.43 7.36 -0.61
H -4.48 4.70 0.14
H -3.24 5.81 0.73
O -3.02 -1.79 0.04
C -1.92 -1.79 -0.52
O -1.01 -2.68 -0.35
C -1.64 -0.67 -1.51
C -2.76 -0.20 -2.20
C -2.67 0.79 -3.17
C -1.43 1.35 -3.43
C -0.32 0.93 -2.73
C -0.37 -0.10 -1.76
S 1.14 -0.52 -1.00
H -3.71 -0.65 -1.96
H -3.56 1.09 -3.72
H -1.31 2.10 -4.21
H 0.66 1.36 -2.94
*
```

Properties
- relative energy (zero: lowest compared OMol25 entry of this formula, charge and spin) (kcal per mole) = 0.0
- HOMO level (eV) = -6.185
- frontier orbital gap (eV) = 4.665